1.
The following is a DFT calculation (ωB97M-V/def2-TZVPD) of C5H7NS2 as an isolated structure.

Structure (XYZ):
```
15
Properties=species:S:1:pos:R:3:mulliken_charge:R:1
C 0.08023 0.17552 0.84289 0.338
C -0.35633 1.29740 -0.32766 -0.414
C -0.06992 0.13063 -1.17644 -0.195
C 1.13976 -0.23398 -0.19887 -0.764
C -1.10122 -0.86906 0.57174 -0.231
H 1.98362 0.58886 2.28993 0.132
H -1.48412 1.55188 -0.41404 0.305
H 0.49191 2.07095 -0.57320 0.263
H 0.22048 0.13917 -2.27191 0.405
H 2.02166 0.46262 -0.28598 0.363
H 1.40205 -1.25671 -0.33547 0.320
H -1.38334 -1.94071 -1.27944 0.378
N -1.12573 -0.71019 -0.76088 -0.352
S 0.48372 0.26785 2.51900 -0.274
S -2.30277 -1.67423 1.40033 -0.274
```

The total energy is -28454.6431 eV. The HOMO energy comes out at -8.56 eV. As for the frontier orbital gap: 8.5 eV. The molar mass comes out at 145.25 g/mol. The calculation puts the energy above the lowest of the compared OMol25 structures with the same formula, charge and spin at 407.53 kJ/mol.

***

2.
The following is a DFT calculation (ωB97M-V/def2-TZVPD) of C23H37GeN3O4PdSe as an isolated structure.

Structure (XYZ):
```
70
Properties=species:S:1:pos:R:3:mulliken_charge:R:1
Pd 1.10562 -0.14473 0.87349 1.661
O 2.80730 -2.35098 -2.47534 -0.616
C 3.12924 -1.47935 -3.44591 0.294
C 3.61863 -1.98836 -4.64460 -0.795
C 3.96197 -1.12487 -5.66131 -0.292
C 3.82672 0.26417 -5.52066 -0.854
C 3.33430 0.77643 -4.35202 -0.347
C 2.96715 -0.08082 -3.28783 0.299
C 2.39875 0.45156 -2.07954 0.676
O 2.15742 -0.26963 -1.07076 -0.376
N 2.12964 1.80462 -2.08483 -0.712
N 1.44429 2.24084 -1.09490 0.285
C 0.45926 3.05164 -1.07323 -0.652
C -0.02365 3.63999 0.16145 1.152
C -0.80288 4.77398 0.09941 -0.751
C -1.15832 5.46855 1.25921 -0.523
C -0.71366 5.03426 2.52289 -0.708
C 0.03734 3.90349 2.62960 -0.514
C 0.36137 3.11049 1.46553 0.025
O 0.91692 1.99921 1.62145 -0.203
H 2.55550 -1.81923 -1.69815 0.191
H 3.73063 -3.05869 -4.74610 0.469
H 4.35332 -1.52966 -6.58542 0.417
H 4.11600 0.92146 -6.32757 0.444
H 3.23234 1.84403 -4.21958 0.477
H -0.00487 3.35120 -2.01322 0.433
H -1.10842 5.16077 -0.86483 0.437
H -1.75360 6.36780 1.18025 0.445
H -0.97306 5.60459 3.40426 0.444
H 0.38538 3.53477 3.58530 0.508
N 1.44634 -2.34558 0.87417 -0.713
H 0.86974 -2.87680 0.22891 0.217
H 1.23887 -2.67592 1.81319 0.260
H 2.41491 -2.58571 0.67855 0.281
C 3.36465 -0.27066 2.80828 -1.006
C 2.21038 0.05586 3.72327 -0.319
O 0.97367 -0.43161 3.15514 -0.040
C -0.14023 -0.04481 3.98429 -0.341
C -1.42018 -0.63313 3.45365 -0.759
H 4.29326 0.09053 3.24954 0.462
H 3.28297 0.23839 1.83608 0.164
H 3.47002 -1.34473 2.65546 0.242
H 2.12339 1.13516 3.86689 0.221
H 2.33925 -0.41791 4.69839 0.525
H -0.18677 1.04723 4.01294 0.131
H 0.06212 -0.40566 4.99510 0.375
H -1.68711 -0.20514 2.48576 -0.158
H -2.23472 -0.40471 4.14094 0.505
H -1.34931 -1.71855 3.37087 0.324
C -4.36471 -1.34003 -1.88679 -1.250
Ge -3.90630 -2.05307 -0.13350 0.650
C -4.37843 -3.92340 0.07366 -1.153
C -4.59481 -0.92577 1.29641 -1.167
C -1.90174 -1.98134 0.05423 -1.306
Se -1.20352 -0.19565 -0.24526 0.278
C -0.81230 -0.41187 -2.13333 -1.075
H -5.44632 -1.38217 -2.01599 0.414
H -3.91482 -1.92541 -2.68927 0.360
H -4.06617 -0.29524 -1.98875 0.390
H -5.46032 -4.03751 0.00897 0.383
H -4.05574 -4.30235 1.04309 0.372
H -3.92644 -4.53100 -0.70977 0.378
H -5.68204 -0.87817 1.23809 0.425
H -4.21298 0.09343 1.21810 0.351
H -4.32967 -1.32996 2.27375 0.322
H -1.40321 -2.65000 -0.64870 0.588
H -1.63406 -2.26084 1.07258 0.344
H -1.74958 -0.66359 -2.62353 0.488
H -0.07974 -1.20279 -2.27323 0.250
H -0.43904 0.53294 -2.51920 0.274
```

The total energy is -162436.7780 eV. The HOMO energy (spin up / spin down) comes out at -13.71 / -13.72 eV. As for the frontier orbital gap (spin up / spin down): 7.9 / 5.5 eV. The total charge is +2. The molar mass comes out at 677.56 g/mol. The calculation puts the energy above the lowest of the compared OMol25 structures with the same formula, charge and spin at 0.00 kJ/mol. The spin multiplicity is 5.

***

3.
The following is a DFT calculation (ωB97M-V/def2-TZVPD) of a 9-piece molecular cluster, C51H110Cl8NO4P2 overall.

Structure (XYZ):
```
176
Properties=species:S:1:pos:R:3:mulliken_charge:R:1
C -0.91071 -6.56437 -14.37503 -1.662
C -2.05671 -5.67281 -13.86171 0.187
C -1.49794 -4.51549 -12.94685 -0.525
C -2.64037 -3.73343 -12.26528 0.084
P -3.62344 -2.69914 -13.32243 1.180
C -2.57572 -2.24739 -14.78312 -1.128
C -1.29820 -1.49398 -14.53750 -0.817
C -0.16632 -1.46682 -15.54014 -0.695
C 1.12539 -0.81255 -15.13771 -1.310
C -5.10036 -3.73115 -13.93725 -0.834
C -4.86677 -4.71374 -15.16305 -0.492
C -6.09736 -5.11632 -16.08690 -0.358
C -5.94570 -6.03696 -17.16455 -1.508
C -4.16046 -1.05122 -12.66744 -1.074
C -3.17137 -0.13069 -11.88601 1.603
C -3.58915 1.27087 -12.14111 -1.253
C -4.89034 1.70155 -11.54825 -1.041
H -0.28276 -6.90675 -13.55250 0.326
H -0.26059 -5.98803 -15.03327 0.341
H -1.35411 -7.44848 -14.83311 0.443
H -2.85389 -6.25542 -13.40000 0.501
H -2.37801 -5.19595 -14.78770 -0.130
H -0.92248 -3.88771 -13.62718 0.040
H -0.86368 -4.80068 -12.10752 0.470
H -2.14692 -3.03381 -11.59062 -0.435
H -3.32435 -4.36303 -11.69618 0.440
H -3.17220 -1.78098 -15.56718 0.691
H -2.16391 -3.18542 -15.15545 0.504
H -0.97721 -1.58076 -13.49946 0.233
H -1.56538 -0.43923 -14.47243 0.631
H -0.49705 -0.88973 -16.40366 0.370
H 0.14532 -2.40849 -15.99207 0.382
H 0.80601 -0.00640 -14.47725 0.289
H 1.74362 -0.44037 -15.95463 0.385
H 1.71970 -1.52708 -14.56819 0.303
H -5.85322 -2.94486 -13.99248 0.303
H -5.30795 -4.33838 -13.05617 0.417
H -4.53686 -5.67839 -14.77739 0.193
H -4.05617 -4.38799 -15.81492 0.308
H -6.50317 -4.19630 -16.50757 0.370
H -6.89387 -5.41839 -15.40688 0.352
H -6.92919 -6.39319 -17.47103 0.413
H -5.49280 -7.00684 -16.95878 0.358
H -5.46982 -5.67204 -18.07475 0.340
H -4.84251 -1.32292 -11.86177 -0.158
H -4.75580 -0.44063 -13.34630 0.935
H -2.15788 -0.26241 -12.26495 -0.683
H -3.22418 -0.45550 -10.84687 -0.183
H -3.71441 1.46213 -13.20686 0.326
H -2.80150 1.99047 -11.91775 0.584
H -4.85162 1.52972 -10.47258 0.128
H -5.66651 1.11488 -12.03966 0.237
H -5.13050 2.75065 -11.72088 0.455
C 0.69987 -7.19953 -7.89664 -1.389
C 0.09170 -6.13736 -8.83759 -0.019
C 0.06499 -4.75716 -8.29741 -0.225
C -0.20310 -4.80317 -6.74762 -0.721
P -0.37297 -3.09932 -5.98186 0.275
C 1.29541 -2.74964 -5.49876 -1.549
C 1.68841 -1.41371 -4.83638 -0.571
C 2.93743 -1.54779 -3.94235 -0.562
C 3.39161 -0.13030 -3.40048 -1.323
C -0.95960 -1.85251 -7.20397 0.276
C 0.04200 -1.03977 -8.00978 -1.140
C -0.66805 -0.43402 -9.27227 1.250
C 0.36289 0.15430 -10.19504 -1.873
C -1.45858 -2.95244 -4.50379 0.089
C -1.45982 -4.16125 -3.51553 -1.000
C -0.04882 -4.72149 -3.08551 0.531
C -0.00837 -5.36900 -1.69333 -1.682
H 0.24251 -7.12629 -6.90995 0.261
H 1.77438 -7.02708 -7.83511 0.385
H 0.48973 -8.18665 -8.30838 0.404
H -0.99582 -6.20239 -8.87177 -0.146
H 0.52022 -6.22420 -9.83605 0.457
H -0.62302 -4.13421 -8.86896 -0.197
H 1.03414 -4.27025 -8.40600 0.456
H 0.51042 -5.31416 -6.10118 1.168
H -1.13419 -5.27311 -6.43086 0.029
H 1.89833 -2.96139 -6.38181 0.848
H 1.62162 -3.57854 -4.87057 0.886
H 0.89815 -0.99963 -4.21018 0.310
H 1.98664 -0.81273 -5.69543 0.352
H 3.78227 -1.96044 -4.49377 0.335
H 2.87832 -2.22080 -3.08699 0.373
H 3.61983 0.49826 -4.26126 0.311
H 4.26084 -0.06929 -2.74563 0.393
H 2.54727 0.31864 -2.87736 0.325
H -1.41440 -1.08631 -6.57612 0.457
H -1.85628 -2.19173 -7.72262 -0.681
H 0.91690 -1.57046 -8.38530 0.564
H 0.36636 -0.14795 -7.47353 0.456
H -1.29545 0.37316 -8.89423 0.202
H -1.42074 -1.06305 -9.74756 -0.818
H 0.98848 0.94090 -9.77314 0.436
H 0.07028 0.53066 -11.17526 0.375
H 1.12279 -0.56738 -10.49473 0.394
H -2.46614 -3.00581 -4.91618 -0.617
H -1.30907 -2.01911 -3.96097 0.857
H -2.06125 -4.99633 -3.87474 0.163
H -1.99566 -3.88272 -2.60812 0.721
H 0.82089 -4.06983 -3.00157 -0.006
H 0.08077 -5.60572 -3.70957 -0.053
H -0.64253 -6.25007 -1.59504 0.360
H -0.48931 -4.71343 -0.96737 0.388
H 0.98961 -5.64919 -1.35621 0.401
C -9.08358 -2.50121 -13.21061 -0.864
C -9.01929 -1.72793 -11.87319 -0.665
C -8.76956 -2.63610 -10.62630 -0.260
C -8.35875 -1.83556 -9.39025 -0.884
N -8.78826 -2.54916 -8.10741 0.693
C -8.18356 -4.01993 -8.02863 1.429
C -9.38976 -4.87921 -7.71275 -0.597
C -10.38325 -3.96369 -7.09436 -0.720
C -10.26722 -2.72613 -7.84885 -0.732
C -8.06068 -1.75960 -6.96668 -0.898
H -8.10157 -2.35626 -13.66089 -0.052
H -9.89942 -2.12654 -13.82877 0.397
H -9.21966 -3.54574 -12.93034 0.325
H -9.99397 -1.24334 -11.81603 0.369
H -8.25252 -0.96452 -12.00505 0.289
H -8.03328 -3.40729 -10.85270 -0.014
H -9.68045 -3.22316 -10.50906 0.521
H -8.89751 -0.88854 -9.42168 0.755
H -7.29551 -1.62213 -9.50011 0.125
H -7.55237 -4.22865 -7.16484 -0.322
H -7.54376 -4.21621 -8.88899 -1.154
H -9.13389 -5.60134 -6.93740 0.417
H -9.70192 -5.44078 -8.59325 0.381
H -10.13848 -3.79419 -6.04581 0.309
H -11.36653 -4.41465 -6.96056 0.472
H -10.50616 -1.89202 -7.18910 0.339
H -10.84528 -2.56036 -8.75796 0.424
H -8.37202 -2.09771 -5.97833 0.465
H -8.33731 -0.72177 -7.15240 0.543
H -7.00217 -1.80533 -7.22276 -0.180
O -5.23750 -3.32994 -10.38580 -0.804
C -4.49182 -3.08871 -9.17914 1.875
C -4.22344 -4.18737 -8.02039 0.158
O -3.51947 -3.93295 -6.83790 -0.665
H -5.07409 -2.27031 -8.75572 -0.569
H -3.56642 -2.62664 -9.52299 -1.034
H -3.67627 -4.92274 -8.61025 -0.248
H -5.15946 -4.70873 -7.82001 -0.521
O -7.14755 1.33194 -4.85273 -0.589
C -6.18042 0.75284 -5.17154 0.306
O -5.56426 -0.08683 -4.33274 -0.433
C -4.28943 -0.55275 -4.92785 0.085
C -3.97878 0.47727 -6.07665 0.231
C -5.43196 0.84134 -6.48349 -0.085
H -4.49234 -1.60046 -5.14975 -0.008
H -3.54258 -0.39533 -4.14969 0.226
H -3.41153 -0.00257 -6.87419 -0.450
H -3.36298 1.27085 -5.65342 0.457
H -5.86630 0.27344 -7.30625 -0.109
H -5.45193 1.90848 -6.70467 0.449
C -3.65300 -9.19594 -10.33963 0.849
Cl -2.12972 -8.40367 -10.68292 -0.123
Cl -3.79712 -10.82702 -10.96679 -0.179
H -3.83119 -9.15953 -9.26491 -0.280
H -4.38468 -8.62425 -10.91051 -0.273
C -3.44896 -7.64708 -6.21662 0.576
Cl -4.13967 -9.28661 -6.66629 -0.188
Cl -2.24281 -7.82855 -4.83670 -0.209
H -2.82816 -7.12569 -6.94522 -0.370
H -4.29313 -6.98687 -6.01763 0.157
C -6.42613 -6.55788 -10.08017 1.040
Cl -6.37065 -7.21705 -8.39240 -0.155
Cl -6.93194 -7.80188 -11.26975 -0.201
H -7.07927 -5.69003 -10.17151 -0.245
H -5.42188 -6.15358 -10.20717 -0.361
C -5.94207 -4.06990 -3.05018 0.289
Cl -5.98748 -5.50994 -1.89724 -0.188
Cl -7.06048 -4.31311 -4.39707 -0.069
H -6.24579 -3.17271 -2.51082 0.378
H -4.89960 -3.91632 -3.32904 -0.387
```

The total energy is -183096.1394 eV. The HOMO energy comes out at -8.00 eV. As for the frontier orbital gap: 6.6 eV. The total charge is +1. The molar mass comes out at 1147.02 g/mol.